DFT (wB97M-V/def2-TZVPD) results for a molecular structure, C27H39BF2IrN4Si in a non-equilibrium geometry.

```
75
Properties=species:S:1:pos:R:3:forces:R:3
Ir -1.3732 -0.9435 0.0354 0.1 0.3 -2.1
C 5.4902 -0.9476 -1.6598 0.0 0.0 0.0
C 4.9357 -0.2331 -0.4183 0.0 0.0 0.0
C 5.3478 1.2375 -0.4681 0.0 0.0 0.0
C 5.5235 -0.8696 0.8508 0.0 0.0 0.0
C 3.4248 -0.4041 -0.3834 0.0 0.1 0.0
C 2.8582 -1.6770 -0.3271 0.0 0.0 0.0
C 1.4937 -1.8243 -0.2454 -0.1 0.0 -0.1
N 0.6592 -0.7769 -0.2185 0.1 0.1 0.7
C 1.1760 0.4594 -0.3308 0.0 0.0 0.0
C 2.5406 0.6691 -0.4146 0.0 0.0 0.0
C 0.1695 1.5354 -0.4062 0.0 0.0 0.0
C 0.4954 2.8796 -0.3929 0.0 0.0 -0.1
C -0.4954 3.8480 -0.5021 0.0 0.0 0.0
C -1.8012 3.3827 -0.6475 0.0 0.0 0.0
C -2.0607 2.0313 -0.6355 0.0 -0.1 -0.1
N -1.1030 1.1052 -0.5058 0.0 0.0 0.6
C -0.2039 5.3395 -0.4508 0.0 0.0 0.0
C -0.7992 6.0161 -1.6940 0.0 0.0 0.0
C -0.8655 5.9106 0.8138 0.0 0.0 0.0
C 1.2956 5.6308 -0.4002 0.0 0.0 0.0
H 6.5734 -0.8274 -1.6955 0.0 0.0 0.0
H 5.0714 -0.5275 -2.5757 0.0 0.0 0.0
H 5.2750 -2.0164 -1.6446 0.0 0.0 0.0
H 6.4355 1.3042 -0.4585 0.0 0.0 0.0
H 4.9790 1.7930 0.3966 0.0 0.0 0.0
H 4.9986 1.7278 -1.3793 0.0 0.0 0.0
H 6.6076 -0.7521 0.8475 0.0 0.0 0.0
H 5.3044 -1.9360 0.9103 0.0 0.0 0.0
H 5.1315 -0.3902 1.7493 0.0 0.0 0.0
H 3.4745 -2.5647 -0.3423 0.0 0.0 0.0
H 1.0255 -2.7959 -0.2170 0.0 0.0 0.1
H 2.9139 1.6753 -0.5168 0.0 0.0 0.0
H 1.5277 3.1697 -0.2806 0.0 0.0 0.0
H -2.6295 4.0679 -0.7589 0.0 0.0 0.0
H -3.0636 1.6573 -0.7480 0.0 0.0 0.1
H -1.8863 5.9391 -1.7214 0.0 0.0 0.0
H -0.4013 5.5797 -2.6117 0.0 0.0 0.0
H -0.5459 7.0765 -1.6854 0.0 0.0 0.0
H -1.9425 5.7387 0.8169 0.0 0.0 0.0
H -0.6973 6.9872 0.8597 0.0 0.0 0.0
H -0.4459 5.4601 1.7146 0.0 0.0 0.0
H 1.8162 5.2325 -1.2738 0.0 0.0 0.0
H 1.7592 5.2271 0.5020 0.0 0.0 0.0
H 1.4503 6.7094 -0.3889 0.0 0.0 0.0
C -5.0428 0.1570 -0.4143 0.0 0.0 0.0
C -4.5886 -1.2508 -0.6372 0.1 0.0 -0.1
C -5.4592 -2.2232 -1.0835 0.0 -0.1 0.0
C -5.0152 -3.5403 -1.2183 -0.1 0.1 0.0
C -3.7325 -3.8922 -0.8697 0.1 0.1 0.0
C -2.8963 -2.8785 -0.3927 -0.2 -0.1 0.3
N -3.3135 -1.5789 -0.3596 -0.2 -0.2 0.5
N -1.6462 -2.9372 0.1424 0.2 -0.3 -0.1
Si -1.1320 -4.2388 1.2233 -0.2 0.1 0.1
C 0.2885 -3.6195 2.2750 0.0 0.0 -0.1
C -0.6092 -5.7427 0.2564 0.1 -0.1 0.0
C -2.5768 -4.6462 2.3261 -0.1 0.0 0.0
H -6.0935 0.1666 -0.1318 0.0 0.0 0.0
H -4.9450 0.7511 -1.3258 0.0 0.0 0.0
H -4.4693 0.6192 0.3874 0.0 0.0 0.0
H -6.4830 -1.9586 -1.3036 0.0 0.0 0.0
H -5.6998 -4.2991 -1.5750 0.0 0.0 0.0
H -3.3745 -4.9083 -0.9409 0.0 0.0 0.0
H 1.2697 -3.8756 1.8722 0.0 0.0 0.0
H 0.2181 -4.0828 3.2612 0.0 0.0 0.0
H 0.2510 -2.5380 2.4233 0.0 0.0 0.0
H 0.1747 -5.5206 -0.4709 0.0 0.0 0.0
H -1.4437 -6.1975 -0.2797 0.0 0.0 0.0
H -0.2197 -6.4963 0.9458 0.0 0.0 0.0
H -2.9390 -3.7422 2.8200 0.0 0.0 0.0
H -2.2938 -5.3629 3.1001 0.0 0.0 0.0
H -3.4067 -5.0803 1.7646 0.0 0.0 0.0
F -2.2283 -1.0392 2.7942 0.0 0.0 0.1
B -1.4215 -0.4519 1.9131 0.1 0.2 0.3
F -0.6112 0.5030 2.4005 -0.1 -0.1 0.1
```
Forces are in eV/Å.

Properties
Energy above the lowest of the compared OMol25 structures with the same formula, charge and spin = 0.000 eV
Total charge = +1
Multiplicity = 1